(1)
# BF4H74MnO37

A molecular structure, BF4H74MnO37 (the ωB97M-V functional and the def2-TZVPD basis, OMol25).

Calculated values
* lowest unoccupied orbital energy (alpha / beta): -5.1 / -5.7 eV

```
! wB97M-V def2-TZVPD RIJCOSX def2/J DEFGRID3
* xyz 1 6
Mn 3.84577 3.33630 0.29478
B 0.08347 0.17116 0.15936
F 0.30430 0.09959 1.51862
F 0.96500 1.03136 -0.58859
F 0.04572 -1.05530 -0.46776
F -1.16552 0.77756 0.00018
O 4.78386 -0.28605 -0.72000
H 5.67443 -0.34838 -0.37472
H 4.25719 -0.81724 -0.12277
O -5.12353 -0.39763 -3.82717
H -4.59579 -0.23306 -3.04573
H -6.02756 -0.28018 -3.53535
O -0.97254 1.84823 -3.62430
H -0.05616 1.80529 -3.89750
H -1.12932 1.01580 -3.17853
O -3.96386 -2.38463 3.98243
H -4.22592 -3.29905 3.87569
H -3.07853 -2.34492 3.62071
O 2.11130 -5.99267 -2.25675
H 2.82768 -6.61693 -2.14126
H 2.31952 -5.27507 -1.65847
O 0.16929 -3.49399 -2.56140
H 0.89614 -2.91186 -2.33997
H 0.17723 -3.53477 -3.51770
O 2.45056 4.77207 -0.32458
H 1.54115 4.58725 -0.55921
H 2.53436 5.72102 -0.41780
O 0.10606 3.42390 -1.10850
H -0.74172 3.85497 -1.21662
H -0.10531 2.56995 -0.73122
O -1.40441 -3.25785 -0.16498
H -0.95979 -3.79257 -0.82271
H -0.85804 -2.47633 -0.08173
O -3.05574 -5.07239 0.62151
H -2.73830 -5.84176 0.14872
H -2.45005 -4.37304 0.37600
O 2.58431 2.54635 1.70163
H 1.69809 2.22763 1.53050
H 2.57918 2.78340 2.62899
O -1.74878 -5.44465 -3.22763
H -0.94610 -4.99154 -2.96951
H -2.40505 -4.75104 -3.29430
O 0.81408 0.15295 5.51862
H 0.57851 -0.76900 5.62224
H 1.46594 0.31227 6.20121
O 3.18400 -3.05059 3.73351
H 2.81179 -2.24949 3.36483
H 3.95586 -3.22636 3.19540
O -3.72602 -0.61025 -1.50378
H -2.83660 -0.92647 -1.66248
H -3.93979 -0.92574 -0.62571
O -0.81157 -0.53259 -2.80722
H -0.57633 -1.41843 -3.08323
H -0.77598 -0.56174 -1.85112
O -1.87576 4.94907 0.08322
H -2.48666 4.54645 -0.53398
H -2.36993 5.01706 0.90018
O 2.18711 2.97012 -4.72710
H 2.27960 3.79550 -4.25126
H 1.32185 3.02278 -5.13303
O -3.75666 2.62096 -1.76031
H -3.61542 2.69498 -2.70413
H -3.66290 1.68632 -1.57620
O 2.76072 -0.52789 2.15965
H 2.77097 0.07224 2.90528
H 1.99313 -0.26595 1.65130
O 3.79876 0.88518 -4.06636
H 3.48572 1.70325 -4.45236
H 4.07379 0.35626 -4.81526
O 2.29795 -1.79910 -1.98513
H 2.20124 -0.98960 -1.48356
H 3.08915 -1.66506 -2.50692
O 5.62013 2.29922 0.63872
H 5.70405 1.76327 1.42736
H 6.49617 2.65851 0.49840
O 0.81969 -4.33684 2.76328
H 1.49024 -3.65430 2.79070
H 0.95910 -4.77667 1.92462
O 3.44177 -3.88193 -0.36609
H 2.97919 -3.04397 -0.37594
H 4.07951 -3.81236 -1.07650
O -5.97924 3.04925 -0.05929
H -6.29608 3.83034 -0.51289
H -5.04635 3.21351 0.07838
O -1.34315 -1.82375 2.56849
H -0.97198 -2.51077 2.01490
H -0.84823 -1.03719 2.33913
O -4.77603 -0.32993 1.46280
H -4.63595 -0.93372 2.19221
H -5.59932 0.11155 1.67144
O 5.60271 0.39590 2.60442
H 5.80860 0.92323 3.37629
H 4.79500 -0.06276 2.83561
O -3.01246 1.70894 1.70010
H -3.60156 0.95674 1.64192
H -2.20975 1.41921 1.26657
O -3.23141 2.07204 -4.93530
H -2.49450 2.19172 -4.33626
H -3.07839 1.21636 -5.33606
O 3.55260 2.01142 -1.37802
H 4.19094 1.36631 -1.68230
H 2.92094 2.08015 -2.09393
O -2.70151 4.05208 3.58133
H -1.87184 3.65379 3.31818
H -3.36743 3.55683 3.10436
O -2.06668 5.13772 -3.16885
H -1.46068 4.40005 -3.23831
H -1.55813 5.82663 -2.74104
O -0.44396 2.56717 3.96776
H -1.18578 1.97334 4.08311
H 0.15691 2.34132 4.67781
O -0.93840 1.46836 6.97906
H -1.22454 0.71453 7.49490
H -0.29786 1.10966 6.36484
O 0.85116 -5.77457 0.25039
H 0.83894 -6.55147 0.80943
H 1.09443 -6.10500 -0.61440
*
```

***

(2)
# C3H9BO3

A single C3H9BO3 molecule (the ωB97M-V functional and the def2-TZVPD basis, OMol25).

Calculated values
* lowest unoccupied orbital energy: 0.2 eV
* energy relative to the best compared isomer or geometry (same formula, charge and spin): 25.4 kcal/mol

```
! wB97M-V def2-TZVPD RIJCOSX def2/J DEFGRID3
* xyz 0 1
C 0.47349 0.00490 1.61937
C 0.16042 -0.41596 0.16026
C -1.25711 -0.94839 0.18023
O 0.93728 -1.45861 -0.29725
B 0.32492 1.12685 -1.07008
O -0.68235 1.08992 -1.98573
O 1.39475 1.87930 -1.08958
H -0.18734 0.85497 1.81084
H 1.59775 0.19351 1.62699
H 0.06456 -0.90325 2.30413
H -1.74796 -1.20113 -0.78862
H -2.09057 -0.36827 0.74103
H -1.22104 -1.89974 0.87750
H 1.31250 -1.91756 0.50262
H -0.65533 1.36358 -2.87228
H 1.57604 2.59988 -1.71945
*
```

***

(3)
# C2H2N4O2

A single C2H2N4O2 molecule (the ωB97M-V functional and the def2-TZVPD basis, OMol25).

Calculated values
* lowest unoccupied orbital energy: -1.3 eV
* energy relative to the best compared isomer or geometry (same formula, charge and spin): 94.7 kcal/mol

```
! wB97M-V def2-TZVPD RIJCOSX def2/J DEFGRID3
* xyz 0 1
O -0.18652 1.70099 2.11373
C -0.72952 0.90627 1.24482
N -0.16595 -0.10785 0.49182
N 1.16357 -0.37042 0.40856
N 1.64125 -0.76947 -0.85456
N 0.61015 -0.94752 -1.60790
C -0.55430 -0.45621 -0.88452
O -1.67934 -0.25546 -1.28734
H -1.81954 0.90556 1.14957
H 1.70621 0.19665 1.01205
*
```

***

(4)
# C25H62BN5O

4 unconnected molecules or ions with the total composition C25H62BN5O (the ωB97M-V functional and the def2-TZVPD basis, OMol25).

Calculated values
* lowest unoccupied orbital energy: 0.4 eV
* energy relative to the best compared isomer or geometry (same formula, charge and spin): 0.0 kcal/mol

```
! wB97M-V def2-TZVPD RIJCOSX def2/J DEFGRID3
* xyz 0 1
H 1.53855 -3.69529 3.36788
N 0.98894 -3.42466 2.55607
C 1.72216 -3.34758 1.52461
C 1.19797 -2.96650 0.17924
B -0.35642 -2.60680 0.17314
C -1.41125 -3.73929 -0.13543
C -1.85750 -4.50509 1.14411
N -3.30859 -4.60423 1.32241
C -0.81357 -1.10847 0.39086
C -1.01173 -0.71240 1.87002
C -2.45221 -0.89302 2.32753
O -3.30623 0.11588 1.79997
H 2.79432 -3.56149 1.59521
H 1.76359 -2.08425 -0.14207
H 1.43938 -3.77147 -0.51934
H -2.29610 -3.31176 -0.61088
H -0.98416 -4.45394 -0.84191
H -1.42652 -4.05419 2.03596
H -1.44970 -5.51505 1.09723
H -3.81125 -4.37735 0.47790
H -3.64330 -4.00452 2.06002
H -0.07573 -0.45135 -0.07688
H -1.75697 -0.94888 -0.13967
H -0.37935 -1.30427 2.53050
H -0.73569 0.33335 2.01716
H -2.80023 -1.87901 2.00936
H -2.50211 -0.82403 3.41234
H -3.70281 -0.18963 0.98748
C -3.34039 6.31133 0.18667
C -2.13933 5.39364 0.01563
N -2.11786 4.30589 0.97455
C -0.84948 3.60214 1.03488
C -0.42189 2.80305 -0.19996
C -3.30357 3.46582 0.99561
C -3.74735 2.82280 -0.32309
H -3.41434 6.65923 1.21765
H -3.23700 7.18104 -0.46350
H -4.27592 5.81636 -0.07660
H -1.22841 5.97862 0.17018
H -2.10717 5.04433 -1.03055
H -0.87933 2.93136 1.89794
H -0.07657 4.34451 1.25906
H -1.01612 1.89729 -0.32080
H 0.62204 2.49478 -0.10603
H -0.50707 3.39465 -1.11259
H -4.13727 4.05877 1.38136
H -3.14298 2.67974 1.73528
H -3.77385 3.54204 -1.14343
H -4.75636 2.41955 -0.20893
H -3.09868 1.99633 -0.61342
C 8.72839 -4.81733 4.87211
C 8.24049 -3.98925 3.69287
N 7.02367 -4.51185 3.09907
C 6.71995 -3.94162 1.79918
C 6.41509 -2.44056 1.72508
C 5.90236 -4.67362 4.00755
C 5.41454 -3.43783 4.77535
H 8.81470 -5.86840 4.59448
H 9.70984 -4.46435 5.19032
H 8.06118 -4.74247 5.73149
H 9.00892 -4.00409 2.91543
H 8.14449 -2.93886 4.01155
H 5.88074 -4.50051 1.37510
H 7.57430 -4.15170 1.14824
H 5.43886 -2.20060 2.14539
H 6.40726 -2.11643 0.68246
H 7.16695 -1.84692 2.24557
H 6.16684 -5.44560 4.73425
H 5.07212 -5.09428 3.43389
H 6.23809 -2.88892 5.23357
H 4.74281 -3.74551 5.57931
H 4.86325 -2.74794 4.13753
C -1.36996 2.16397 -3.90416
C -1.94009 2.80946 -5.15785
N -3.26279 2.31710 -5.49588
C -3.68618 2.66282 -6.84066
C -3.88111 4.14560 -7.17827
C -4.26778 2.45323 -4.45482
C -4.53578 3.85597 -3.89419
H -1.39698 1.07611 -3.98130
H -0.33232 2.47215 -3.76770
H -1.91620 2.45851 -3.00645
H -1.28301 2.57634 -6.00005
H -1.91003 3.90471 -5.03820
H -4.61480 2.12424 -7.04795
H -2.94167 2.24801 -7.52758
H -4.77193 4.55984 -6.70783
H -3.99984 4.26291 -8.25720
H -3.02303 4.74737 -6.87684
H -3.98494 1.80213 -3.62325
H -5.19976 2.03580 -4.84352
H -3.61060 4.37252 -3.63159
H -5.13400 3.77770 -2.98454
H -5.08667 4.48411 -4.59267
*
```

***

(5)
# H6O3

3 unconnected molecules or ions with the total composition H6O3 (the ωB97M-V functional and the def2-TZVPD basis, OMol25).

Calculated values
* lowest unoccupied orbital energy: 0.3 eV
* energy relative to the best compared isomer or geometry (same formula, charge and spin): 17.2 kcal/mol

```
! wB97M-V def2-TZVPD RIJCOSX def2/J DEFGRID3
* xyz 0 1
O 0.56435 0.97841 -2.60220
H 1.49814 1.04008 -2.36315
H 0.18167 0.80491 -1.81851
O -0.97719 -1.12613 1.81441
H -0.59829 -1.77048 2.39277
H -1.13908 -1.79027 1.10391
O 0.14782 0.87028 0.13185
H -0.50321 0.76194 0.88109
H 0.82578 0.23127 0.45982
*
```

***

(6)
# C5H37NO14

14 unconnected molecules or ions with the total composition C5H37NO14 (the ωB97M-V functional and the def2-TZVPD basis, OMol25).

Calculated values
* lowest unoccupied orbital energy: -0.4 eV
* energy relative to the best compared isomer or geometry (same formula, charge and spin): 152.6 kcal/mol

```
! wB97M-V def2-TZVPD RIJCOSX def2/J DEFGRID3
* xyz 0 1
C -1.36415 -2.29172 0.80409
N -0.06495 -1.87667 0.29698
C -0.27488 -1.49333 -1.17063
C 0.93270 -0.92192 -1.85974
C 1.12182 0.55519 -1.77209
O 1.66135 1.07522 -2.77913
C -1.14227 -2.68771 2.26425
H -2.16266 -1.51503 0.89037
H -1.82451 -3.15079 0.31546
H 0.12030 -1.00414 0.70380
H -1.16862 -0.80003 -1.23806
H -0.70039 -2.35058 -1.72808
H 2.01603 -1.21584 -1.50441
H 0.96643 -1.10928 -3.07652
H 0.61883 1.17160 -0.97887
H -0.45728 -3.47746 2.54115
H -0.74074 -1.81596 2.65845
H -2.17706 -2.88047 2.70987
H 3.78582 -0.04602 0.55180
H 2.55008 -0.79224 0.21996
O 3.03458 -0.03383 -0.11334
H 2.57458 -3.31866 -1.94539
H 1.45377 -3.35576 -0.59736
O 1.96882 -3.80880 -1.31506
H 0.09692 0.57866 2.22027
H 1.18549 1.07039 1.40807
O 0.35902 0.54771 1.29678
H -0.59729 2.62823 1.15060
H -1.66342 3.61203 1.60271
O -1.30255 2.66795 1.73069
H -2.05318 -1.25474 -4.30724
H -1.91207 -0.75805 -2.80034
O -1.54738 -0.75136 -3.69636
H 2.34106 3.07238 -0.37595
H 3.06370 1.78369 0.24237
O 2.74831 2.70812 0.46537
H 1.42116 -0.15483 5.24010
H 1.17085 0.75046 4.00483
O 1.81599 0.12738 4.39558
H -3.70513 0.15841 -0.94461
H -3.72015 -1.20231 -1.59019
O -3.25962 -0.39041 -1.59023
H -4.18139 1.28090 1.10210
H -4.63233 2.33866 0.23173
O -4.82799 1.36223 0.54697
H -0.93808 0.91143 -4.42588
H -1.99289 1.81071 -3.76597
O -1.10551 1.79720 -4.18547
H -1.09259 1.43335 4.37909
H -0.73675 2.39397 3.38291
O -0.42053 2.07672 4.18403
H 0.04806 2.85948 -3.47407
H 1.57652 2.91290 -3.64371
O 0.76053 3.46204 -3.35663
H 3.34923 -1.07906 2.38161
H 4.86759 -0.67841 2.38775
O 4.15681 -0.93159 1.92560
*
```

***

no.,E_tot (eV),maximum force (eV/Å)
1,-119829.0905,2.8
2,-10076.4279,4.6
3,-12158.6411,6.2
4,-37103.4509,0.4
5,-6239.5054,5.1
6,-35937.3003,8.9